--- 1 ---
12 unconnected molecules or ions with the total composition C48H72O36, computed with ωB97M-V with the def2-TZVPD basis set.

Properties
* HOMO energy: -10.30 eV
* LUMO: 0.04 eV
* multiplicity: 1
* SMILES: C[C@H]1COC(=O)O1.C[C@H]1COC(=O)O1.C[C@H]1COC(=O)O1.C[C@H]1COC(=O)O1.C[C@H]1COC(=O)O1.C[C@H]1COC(=O)O1.C[C@H]1COC(=O)O1.C[C@H]1COC(=O)O1.C[C@H]1COC(=O)O1.C[C@H]1COC(=O)O1.C[C@H]1COC(=O)O1.C[C@H]1COC(=O)O1
* orbital gap: 10.34 eV

Structure (XYZ):
```
156
C48H72O36 (ωB97M-V with the def2-TZVPD basis set)
C 7.438 2.861 -4.920
C 6.623 1.684 -4.434
C 5.576 1.076 -5.384
O 5.979 -0.281 -5.578
C 7.058 -0.556 -4.780
O 7.558 -1.679 -4.669
O 7.537 0.655 -4.225
H 7.940 3.457 -4.157
H 6.698 3.381 -5.528
H 8.245 2.484 -5.548
H 6.078 1.836 -3.503
H 5.648 1.536 -6.370
H 4.565 1.321 -5.059
C -0.897 9.685 1.057
C -2.112 10.173 0.162
C -2.650 8.886 -0.538
O -3.685 8.506 0.192
C -4.128 9.556 0.787
O -5.205 9.572 1.334
O -3.203 10.511 0.980
H -0.795 8.601 1.122
H -0.770 10.115 2.050
H 0.006 10.190 0.712
H -1.814 10.925 -0.569
H -1.947 8.055 -0.472
H -2.894 8.880 -1.600
C 8.249 -9.299 -2.478
C 7.530 -8.590 -1.352
C 6.026 -8.499 -1.487
O 5.425 -9.162 -0.447
C 6.364 -9.942 0.191
O 6.242 -10.638 1.204
O 7.541 -9.678 -0.347
H 9.249 -9.576 -2.146
H 8.314 -8.723 -3.401
H 7.745 -10.231 -2.734
H 8.109 -7.848 -0.802
H 5.492 -8.853 -2.369
H 5.880 -7.427 -1.356
C -1.273 1.689 -1.329
C -0.408 0.976 -0.380
C -1.081 -0.006 0.471
O -0.164 -1.075 0.590
C 0.743 -0.974 -0.337
O 1.745 -1.672 -0.456
O 0.355 -0.036 -1.110
H -1.841 0.959 -1.906
H -0.631 2.171 -2.067
H -2.003 2.375 -0.900
H 0.294 1.559 0.216
H -2.036 -0.127 -0.039
H -1.157 0.547 1.407
C 4.482 9.622 -4.994
C 4.997 8.653 -3.970
C 5.343 9.301 -2.648
O 4.416 8.601 -1.784
C 3.683 7.668 -2.388
O 2.851 6.975 -1.893
O 4.086 7.570 -3.633
H 3.495 10.048 -4.815
H 4.617 9.103 -5.943
H 5.119 10.506 -5.042
H 5.836 8.183 -4.483
H 5.291 10.390 -2.644
H 6.378 9.098 -2.374
C 6.833 2.651 5.619
C 5.691 3.487 4.940
C 4.317 3.548 5.531
O 4.068 4.946 5.659
C 5.102 5.706 5.256
O 5.117 6.900 5.359
O 6.084 4.846 4.896
H 6.665 2.676 6.695
H 7.752 3.157 5.321
H 6.765 1.655 5.183
H 5.730 3.084 3.928
H 4.282 3.042 6.496
H 3.451 3.256 4.937
C -4.851 4.885 6.973
C -3.530 4.236 7.467
C -3.314 3.769 8.962
O -2.940 2.393 8.756
C -2.701 2.130 7.435
O -2.077 1.081 7.060
O -3.205 3.041 6.728
H -4.968 5.807 7.543
H -5.649 4.142 6.996
H -4.659 5.210 5.951
H -2.693 4.906 7.267
H -4.278 3.933 9.442
H -2.552 4.351 9.481
C 0.884 -4.329 -9.634
C 1.262 -4.139 -8.113
C 0.726 -2.877 -7.528
O 0.352 -3.209 -6.229
C 0.207 -4.529 -6.141
O -0.090 -5.109 -5.101
O 0.562 -5.079 -7.413
H 1.462 -3.537 -10.111
H -0.145 -4.095 -9.908
H 1.078 -5.349 -9.967
H 2.336 -4.279 -7.994
H -0.041 -2.409 -8.145
H 1.504 -2.128 -7.384
C -8.136 -1.932 -10.489
C -8.639 -0.942 -9.414
C -9.194 -1.829 -8.247
O -8.592 -1.281 -7.184
C -7.547 -0.579 -7.607
O -6.759 -0.125 -6.782
O -7.477 -0.499 -8.945
H -7.497 -1.503 -11.261
H -9.046 -2.381 -10.887
H -7.495 -2.649 -9.976
H -9.277 -0.100 -9.684
H -8.822 -2.848 -8.354
H -10.267 -1.645 -8.201
C -7.701 -0.159 3.352
C -8.280 -0.242 1.912
C -8.622 -1.572 1.320
O -9.946 -1.572 0.963
C -10.429 -0.361 1.265
O -11.529 0.012 0.925
O -9.559 0.403 2.011
H -7.105 0.750 3.441
H -7.019 -0.959 3.641
H -8.612 -0.121 3.950
H -7.567 0.265 1.262
H -8.550 -2.375 2.054
H -8.074 -1.793 0.404
C 1.795 -6.844 5.057
C 2.359 -5.437 4.869
C 2.960 -4.846 6.130
O 4.196 -4.479 5.794
C 4.519 -4.739 4.580
O 5.459 -4.319 3.973
O 3.561 -5.482 4.084
H 1.649 -7.132 6.098
H 2.445 -7.637 4.687
H 0.811 -6.961 4.604
H 1.739 -4.563 4.674
H 2.875 -5.654 6.858
H 2.387 -3.953 6.377
C -3.949 -8.918 7.170
C -4.408 -7.558 6.622
C -3.637 -6.288 7.198
O -3.451 -5.452 6.100
C -4.049 -6.043 4.961
O -4.200 -5.466 3.902
O -4.151 -7.358 5.231
H -4.058 -9.147 8.230
H -2.900 -9.066 6.916
H -4.598 -9.687 6.750
H -5.478 -7.378 6.729
H -2.754 -6.731 7.659
H -4.071 -5.667 7.981
```

Löwdin population analysis, charges in e, atoms 1 to 99: -0.01, -0.36, -0.10, 0.06, -0.43, 0.12, 0.05, 0.09, 0.08, 0.10, 0.15, 0.12, 0.13, -0.01, -0.24, -0.17, 0.12, -0.60, 0.15, 0.11, 0.08, 0.08, 0.07, 0.15, 0.13, 0.14, -0.03, -0.23, -0.15, 0.07, -0.51, 0.11, 0.04, 0.09, 0.09, 0.09, 0.16, 0.15, 0.14, -0.02, -0.33, -0.12, 0.12, -0.64, 0.13, 0.10, 0.10, 0.10, 0.10, 0.17, 0.14, 0.15, -0.03, -0.31, -0.07, 0.08, -0.62, 0.16, 0.11, 0.10, 0.09, 0.09, 0.15, 0.13, 0.13, 0.00, -0.32, -0.08, 0.05, -0.54, 0.16, 0.07, 0.08, 0.09, 0.08, 0.14, 0.13, 0.14, -0.01, -0.26, -0.06, 0.05, -0.56, 0.07, 0.11, 0.09, 0.09, 0.08, 0.14, 0.12, 0.13, -0.01, -0.37, -0.13, 0.09, -0.45, 0.14, 0.06, 0.08

---

--- 2 ---
12 unconnected molecules or ions with the total composition C48H72O36, computed with ωB97M-V with the def2-TZVPD basis set.

Properties
* HOMO energy: -10.27 eV
* LUMO: -0.01 eV
* multiplicity: 1
* SMILES: C[C@H]1COC(=O)O1.C[C@H]1COC(=O)O1.C[C@H]1COC(=O)O1.C[C@H]1COC(=O)O1.C[C@H]1COC(=O)O1.C[C@H]1COC(=O)O1.C[C@H]1COC(=O)O1.C[C@H]1COC(=O)O1.C[C@H]1COC(=O)O1.C[C@H]1COC(=O)O1.C[C@H]1COC(=O)O1.C[C@H]1COC(=O)O1
* orbital gap: 10.26 eV

Structure (XYZ):
```
156
C48H72O36 (ωB97M-V with the def2-TZVPD basis set)
C -4.607 -8.059 7.182
C -3.513 -8.036 8.261
C -2.729 -6.737 8.298
O -3.111 -6.285 9.610
C -3.803 -7.236 10.279
O -4.212 -7.131 11.417
O -4.030 -8.272 9.469
H -5.266 -8.920 7.287
H -4.209 -8.098 6.168
H -5.227 -7.163 7.209
H -2.920 -8.912 7.997
H -3.068 -5.973 7.599
H -1.676 -7.002 8.390
C -3.491 3.343 5.498
C -4.721 2.994 6.332
C -4.825 3.451 7.808
O -6.243 3.809 7.900
C -6.803 3.960 6.698
O -7.931 4.412 6.441
O -5.925 3.462 5.734
H -3.671 2.980 4.486
H -2.565 2.917 5.884
H -3.466 4.422 5.349
H -4.778 1.905 6.357
H -4.078 4.215 8.020
H -4.527 2.621 8.449
C 2.834 -0.634 -9.347
C 3.130 -0.722 -10.819
C 2.101 -1.287 -11.710
O 1.827 -0.150 -12.622
C 2.313 0.950 -12.179
O 2.155 2.042 -12.685
O 3.154 0.699 -11.223
H 1.970 -0.021 -9.090
H 3.730 -0.282 -8.836
H 2.634 -1.574 -8.834
H 4.099 -1.182 -11.009
H 1.172 -1.502 -11.182
H 2.542 -2.147 -12.214
C 2.876 8.216 2.328
C 1.755 9.048 1.671
C 2.272 10.252 0.939
O 1.738 10.046 -0.376
C 1.074 8.898 -0.488
O 0.446 8.491 -1.467
O 1.173 8.271 0.674
H 3.517 8.784 3.001
H 3.529 7.858 1.531
H 2.475 7.339 2.836
H 1.009 9.380 2.392
H 3.356 10.201 0.837
H 1.924 11.169 1.416
C -1.034 -8.668 -0.126
C -0.061 -8.360 -1.303
C -0.289 -9.238 -2.533
O -0.681 -8.355 -3.572
C -0.701 -7.072 -3.154
O -1.109 -6.080 -3.812
O -0.438 -7.101 -1.830
H -2.109 -8.599 -0.298
H -0.781 -8.060 0.742
H -0.857 -9.666 0.274
H 0.997 -8.387 -1.040
H -1.098 -9.966 -2.474
H 0.630 -9.757 -2.803
C 3.689 -5.561 4.306
C 5.098 -6.056 4.103
C 5.747 -6.712 5.304
O 6.192 -7.965 4.894
C 5.669 -8.238 3.646
O 5.896 -9.294 3.050
O 5.035 -7.127 3.187
H 3.631 -4.655 4.910
H 3.097 -6.279 4.874
H 3.084 -5.475 3.404
H 5.785 -5.378 3.597
H 4.960 -6.767 6.057
H 6.478 -6.123 5.858
C 10.132 -4.110 -2.499
C 8.640 -3.722 -2.224
C 8.170 -2.467 -2.912
O 7.141 -2.845 -3.800
C 6.955 -4.157 -3.767
O 6.116 -4.736 -4.414
O 7.880 -4.695 -2.971
H 10.357 -5.126 -2.176
H 10.811 -3.387 -2.045
H 10.239 -4.032 -3.581
H 8.312 -3.871 -1.195
H 9.008 -1.982 -3.414
H 7.928 -1.727 -2.150
C -7.579 -4.265 0.385
C -8.670 -3.228 0.757
C -8.209 -1.817 0.814
O -8.826 -1.069 -0.210
C -9.756 -1.850 -0.764
O -10.580 -1.482 -1.613
O -9.524 -3.107 -0.333
H -7.022 -4.455 1.303
H -6.835 -3.936 -0.340
H -8.082 -5.170 0.045
H -9.340 -3.464 1.584
H -7.126 -1.899 0.718
H -8.433 -1.342 1.769
C -6.295 6.561 -0.637
C -7.339 7.486 0.043
C -6.899 8.936 0.220
O -7.924 9.660 -0.390
C -8.731 8.913 -1.069
O -9.745 9.164 -1.703
O -8.315 7.612 -0.983
H -5.509 6.321 0.079
H -5.664 6.974 -1.424
H -6.738 5.594 -0.876
H -7.629 7.013 0.981
H -5.966 9.157 -0.297
H -6.726 9.188 1.267
C 14.473 4.636 1.720
C 13.588 3.681 2.482
C 12.833 4.165 3.702
O 11.484 3.941 3.367
C 11.350 3.485 2.143
O 10.240 3.208 1.588
O 12.512 3.413 1.561
H 15.087 4.027 1.057
H 15.268 5.121 2.287
H 13.930 5.411 1.180
H 14.077 2.724 2.662
H 12.978 5.245 3.742
H 13.106 3.634 4.614
C -8.388 3.904 -6.164
C -7.277 4.328 -7.103
C -7.005 5.759 -6.936
O -5.619 5.831 -7.011
C -5.069 4.647 -6.723
O -3.879 4.308 -6.543
O -6.059 3.730 -6.688
H -8.643 2.854 -6.308
H -9.314 4.468 -6.284
H -7.986 4.038 -5.160
H -7.436 4.103 -8.158
H -7.378 6.168 -5.998
H -7.458 6.320 -7.754
C 2.012 0.777 -1.142
C 0.588 0.866 -0.583
C -0.452 0.391 -1.584
O -1.183 -0.556 -0.827
C -0.642 -0.754 0.376
O -1.078 -1.541 1.255
O 0.443 -0.067 0.454
H 2.673 1.102 -0.339
H 2.225 1.413 -2.001
H 2.316 -0.247 -1.359
H 0.275 1.882 -0.343
H 0.001 -0.173 -2.399
H -1.056 1.246 -1.889
```

Löwdin population analysis, charges in e, atoms 1 to 99: -0.02, -0.40, -0.05, 0.06, -0.53, 0.14, 0.12, 0.09, 0.08, 0.09, 0.15, 0.14, 0.14, -0.02, -0.34, -0.05, 0.07, -0.48, 0.11, 0.06, 0.08, 0.09, 0.09, 0.14, 0.13, 0.13, -0.03, -0.29, -0.04, 0.10, -0.67, 0.13, 0.09, 0.10, 0.09, 0.09, 0.15, 0.14, 0.14, -0.01, -0.34, -0.08, 0.08, -0.54, 0.12, 0.09, 0.09, 0.09, 0.08, 0.15, 0.13, 0.14, -0.02, -0.28, -0.10, 0.06, -0.48, 0.09, 0.06, 0.09, 0.08, 0.08, 0.15, 0.13, 0.13, -0.02, -0.33, -0.14, 0.07, -0.47, 0.12, 0.07, 0.09, 0.09, 0.09, 0.16, 0.12, 0.14, -0.01, -0.28, -0.12, 0.10, -0.58, 0.15, 0.06, 0.08, 0.08, 0.09, 0.15, 0.13, 0.13, 0.00, -0.33, -0.12, 0.10, -0.51, 0.12, 0.07, 0.08

---

Pick the least stable structure from those above. Pick: 1